No. 1
23
Properties=species:S:1:pos:R:3 method="wB97M-V/def2-TZVPD" e_tot_ev=-20801.383 orbital_gap_ev="9.481 / 4.463" total_charge=+1 spin_multiplicity=2 homo_energy_ev="-13.81 / -13.77" max_force_ev_per_a=1.99 e_above_lowest_kj_mol=119.43
H 0.715 1.047 -0.252
H 0.015 -0.515 2.486
H 2.544 -1.556 1.756
N -1.401 0.715 -0.241
H -1.862 -0.934 1.049
H 2.016 2.006 -2.433
H -1.386 1.698 -0.038
H -0.964 0.809 3.062
H -0.692 0.188 -2.896
O 3.031 -1.063 2.425
O -0.405 -2.850 -1.473
C -1.618 0.112 1.152
C -0.053 0.809 -2.279
H 2.558 -0.238 2.557
S 1.694 0.746 -2.757
H -1.275 -2.470 -1.324
H 0.103 -2.354 -2.112
C -0.053 0.461 -0.778
H -0.331 1.849 -2.449
H 0.220 -0.591 -0.689
H 0.201 1.092 1.780
H -2.536 0.664 1.289
C -0.522 0.375 2.167

No. 2
97
Properties=species:S:1:pos:R:3 method="wB97M-V/def2-TZVPD" e_tot_ev=-119373.118 orbital_gap_ev=6.388 total_charge=0 homo_energy_ev=-8.79 max_force_ev_per_a=11.02
H 2.748 -1.989 7.107
F -1.371 4.154 -0.715
O -0.356 -2.856 -3.265
O -9.510 -1.755 2.951
O 0.456 -0.272 1.470
H -10.807 0.582 -0.347
C 0.035 0.370 -4.272
O 8.745 1.139 -0.795
H 1.083 0.512 -3.996
F -3.202 0.880 0.112
N -6.774 -4.057 0.113
N -2.657 -3.059 -3.107
P 5.971 1.626 0.963
H -2.222 -1.909 -1.430
H -10.170 -1.832 -0.865
O -0.755 -0.003 -7.788
H 1.277 -1.020 7.380
H -10.762 -0.157 2.912
H 5.623 2.600 1.976
C -6.385 -3.642 -1.142
F -3.535 3.290 0.686
F -1.057 2.038 1.758
C -1.397 -3.458 -3.499
H -10.174 -2.953 0.529
F 0.608 3.307 0.614
H 11.718 4.123 3.348
C -0.346 2.166 0.432
H 12.024 2.308 0.115
H 13.094 5.332 0.553
H 8.152 3.789 1.455
H 13.381 1.685 1.082
C -6.654 -3.205 1.278
H -12.201 -0.505 -0.084
O -0.320 -0.403 -0.899
H -4.335 -4.120 -2.492
C 0.200 2.038 -6.119
C -3.008 2.286 -0.312
C -10.238 -0.961 2.370
C -9.873 -1.961 0.179
H -0.814 -1.201 -6.149
H 4.586 -0.081 5.247
C 11.842 3.290 2.638
H -6.228 -2.233 1.014
H 9.252 1.555 -1.574
O -6.459 -4.311 -2.166
H 3.303 -0.042 4.015
C -1.425 2.644 -0.710
O 2.883 2.049 5.804
H -0.689 2.495 -6.562
H 1.608 1.152 7.105
C -0.592 -0.216 -6.593
O 11.249 2.228 2.786
H -0.251 -0.667 -4.075
H 13.091 5.526 2.325
H 0.982 1.975 -6.882
N 2.646 -0.247 5.978
H -6.004 -3.695 2.009
H -5.983 -2.616 -1.154
S 0.477 0.516 0.104
H 14.457 4.706 1.525
H -3.589 -4.727 -3.993
H 13.673 2.950 -0.149
N -10.497 -0.957 1.016
C 1.990 -1.364 6.626
O 3.426 0.282 1.829
H 0.550 2.648 -5.283
C 12.968 2.576 0.599
O 4.663 1.398 -0.189
H 1.459 -1.950 5.870
H -8.213 -5.484 -0.352
H -3.852 -1.645 -2.116
P 7.643 2.414 -0.256
C 2.367 1.061 6.311
C -7.322 -5.388 0.274
H -7.583 -5.574 1.319
N -0.131 0.700 -5.673
C 3.628 -0.515 4.947
F -1.098 2.226 -2.093
N 12.711 3.582 1.608
S 3.158 1.260 0.643
O 8.475 3.756 0.505
H -4.519 -3.207 -4.018
C -3.842 -3.828 -3.424
H -1.400 -4.404 -4.065
H -8.786 -1.872 0.267
C 13.375 4.865 1.502
O 6.951 3.029 -1.574
H -6.579 -6.121 -0.055
H -0.595 1.035 -3.675
C -11.373 0.019 0.401
H -11.773 0.713 1.145
C -2.801 -1.830 -2.355
H -2.406 -1.001 -2.948
H 3.742 -1.591 4.793
O 2.070 0.607 -0.496
F -3.781 2.454 -1.596
H -7.647 -3.055 1.711

No. 3
28
Properties=species:S:1:pos:R:3 method="wB97M-V/def2-TZVPD" e_tot_ev=-11766.358 orbital_gap_ev="8.193 / 8.194" total_charge=+1 homo_energy_ev="-13.08 / -13.08" max_force_ev_per_a=4.56 e_above_lowest_kj_mol=27.14
N -0.782 -1.119 0.133
H -2.526 -0.128 -0.480
H 1.530 -1.738 1.860
H -0.767 -1.917 0.730
C -0.750 -1.574 -1.272
C 1.681 -0.963 1.097
B 0.388 -0.211 0.583
H 0.188 -1.660 -1.708
H -0.110 1.440 -2.369
H 2.139 1.955 -1.810
C -2.236 -0.673 0.455
H 3.791 -0.808 1.067
H -2.168 -0.195 1.402
H -2.858 -1.559 0.637
H 0.763 1.712 1.816
C 2.994 0.638 -0.262
H -0.137 2.816 -1.267
H 0.064 0.393 2.651
H 3.988 0.860 -0.376
C 1.953 1.215 -1.007
H -1.354 -0.892 -1.969
H -0.992 1.394 1.296
H -1.242 -2.554 -1.366
H -1.365 1.546 -1.014
C 2.866 -0.309 0.831
C -0.334 1.737 -1.305
C 0.623 0.781 -0.641
C -0.071 0.942 1.782